Record 1
{"formula": "C36H100N6O17", "method": "ωB97M-V/def2-TZVPD", "elements": ["O", "H", "H", "O", "H", "H", "O", "H", "H", "O", "H", "H", "O", "H", "H", "C", "O", "C", "C", "N", "C", "C", "O", "C", "H", "H", "H", "H", "H", "H", "H", "H", "H", "H", "H", "H", "H", "H", "H", "C", "O", "C", "C", "N", "C", "C", "O", "C", "H", "H", "H", "H", "H", "H", "H", "H", "H", "H", "H", "H", "H", "H", "H", "C", "O", "C", "C", "N", "C", "C", "O", "C", "H", "H", "H", "H", "H", "H", "H", "H", "H", "H", "H", "H", "H", "H", "H", "C", "O", "C", "C", "N", "C", "C", "O", "C", "H", "H", "H", "H", "H", "H", "H", "H", "H", "H", "H", "H", "H", "H", "H", "C", "O", "C", "C", "N", "C", "C", "O", "C", "H", "H", "H", "H", "H", "H", "H", "H", "H", "H", "H", "H", "H", "H", "H", "C", "O", "C", "C", "N", "C", "C", "O", "C", "H", "H", "H", "H", "H", "H", "H", "H", "H", "H", "H", "H", "H", "H", "H"], "coordinates": [[2.898, 4.736, 0.048], [3.805, 4.508, 0.253], [2.374, 4.152, 0.595], [1.265, 0.769, -0.480], [1.422, 1.474, 0.148], [0.741, 0.130, 0.002], [1.679, 2.713, 1.488], [0.918, 3.246, 1.716], [1.982, 2.357, 2.324], [3.421, 0.415, -2.033], [2.842, 0.114, -2.733], [2.832, 0.637, -1.312], [-0.131, -0.820, 1.305], [-0.914, -1.036, 1.812], [0.357, -1.641, 1.256], [1.441, 0.838, 8.056], [1.919, 0.471, 6.767], [1.004, 0.707, 5.702], [1.641, 0.218, 4.365], [2.696, 1.059, 3.829], [3.516, 0.394, 2.811], [4.533, -0.529, 3.375], [5.260, -1.156, 2.336], [6.434, -1.689, 2.794], [0.809, 1.723, 7.990], [2.315, 1.189, 8.604], [0.937, 0.000, 8.538], [0.905, 1.792, 5.658], [0.058, 0.177, 5.814], [0.801, 0.145, 3.674], [2.039, -0.760, 4.635], [3.195, 1.253, 4.686], [4.078, 1.170, 2.291], [2.899, -0.106, 2.064], [4.078, -1.404, 3.840], [5.029, 0.107, 4.108], [7.007, -0.906, 3.291], [6.976, -2.097, 1.941], [6.343, -2.440, 3.578], [0.429, 4.825, 3.676], [-0.283, 4.311, 2.557], [-1.163, 3.291, 3.035], [-1.814, 2.685, 1.820], [-3.045, 1.895, 2.076], [-3.921, 1.855, 0.916], [-5.200, 1.105, 1.283], [-4.918, -0.281, 1.693], [-6.020, -1.216, 1.645], [1.090, 5.646, 3.396], [0.997, 4.110, 4.271], [-0.337, 5.183, 4.364], [-1.939, 3.722, 3.667], [-0.625, 2.534, 3.606], [-1.179, 2.208, 1.073], [-2.135, 3.601, 1.323], [-2.913, 0.938, 2.369], [-3.491, 1.293, 0.087], [-4.172, 2.871, 0.611], [-5.862, 1.056, 0.418], [-5.745, 1.711, 2.007], [-5.640, -2.102, 2.154], [-6.525, -1.449, 0.707], [-6.784, -0.694, 2.222], [-0.520, 4.068, -1.306], [-1.912, 4.374, -1.235], [-2.304, 5.621, -1.769], [-3.826, 5.826, -1.720], [-4.507, 5.336, -2.892], [-5.987, 5.390, -2.749], [-6.647, 5.011, -4.088], [-8.069, 5.087, -3.949], [-8.633, 3.857, -3.484], [-0.030, 4.183, -2.273], [-0.408, 3.014, -1.053], [0.169, 4.560, -0.619], [-1.991, 5.737, -2.807], [-1.863, 6.371, -1.113], [-3.885, 6.902, -1.557], [-4.283, 5.356, -0.849], [-4.228, 4.419, -3.210], [-6.275, 6.411, -2.497], [-6.257, 4.714, -1.938], [-6.339, 4.004, -4.370], [-6.391, 5.641, -4.940], [-8.063, 3.438, -2.654], [-8.557, 3.051, -4.214], [-9.642, 3.885, -3.072], [7.581, -0.104, -2.090], [7.076, 0.917, -2.974], [7.245, 0.681, -4.431], [6.179, -0.253, -4.975], [4.877, 0.419, -4.811], [3.812, -0.390, -5.365], [2.553, 0.335, -5.549], [1.915, 0.336, -4.234], [0.865, 1.225, -4.071], [8.259, 0.248, -1.312], [8.250, -0.745, -2.664], [6.763, -0.768, -1.810], [8.240, 0.304, -4.664], [7.094, 1.614, -4.974], [6.286, -1.187, -4.423], [6.402, -0.488, -6.016], [4.632, 0.558, -3.841], [3.649, -1.341, -4.860], [4.093, -0.773, -6.346], [2.004, -0.182, -6.337], [2.732, 1.350, -5.902], [0.074, 1.054, -4.801], [1.197, 2.251, -4.233], [0.353, 1.149, -3.112], [-1.157, -1.590, -2.148], [-1.574, -2.885, -1.663], [-2.424, -2.769, -0.547], [-2.805, -4.146, -0.081], [-3.801, -4.715, -1.001], [-3.658, -6.174, -1.030], [-4.541, -6.894, -2.026], [-4.284, -6.550, -3.329], [-5.111, -5.567, -3.921], [-0.512, -1.693, -3.021], [-0.561, -1.129, -1.360], [-2.076, -1.053, -2.384], [-3.386, -2.302, -0.759], [-1.918, -2.323, 0.310], [-3.239, -4.157, 0.919], [-1.863, -4.693, -0.072], [-3.590, -4.355, -1.921], [-3.949, -6.526, -0.041], [-2.662, -6.580, -1.207], [-5.613, -6.917, -1.830], [-4.218, -7.930, -1.925], [-6.172, -5.776, -3.780], [-4.828, -5.533, -4.973], [-4.844, -4.594, -3.508], [4.789, -2.818, -0.234], [3.586, -3.375, 0.184], [2.390, -2.993, -0.440], [1.150, -3.683, 0.075], [0.958, -3.421, 1.512], [0.013, -4.287, 2.217], [0.072, -3.987, 3.784], [1.055, -4.605, 4.542], [2.366, -4.133, 4.333], [5.584, -3.151, 0.434], [4.828, -1.731, -0.176], [5.074, -3.183, -1.221], [2.561, -3.204, -1.495], [2.289, -1.908, -0.391], [1.341, -4.697, -0.276], [0.253, -3.405, -0.479], [1.825, -3.201, 1.982], [0.144, -5.352, 2.029], [-0.974, -4.049, 1.820], [-0.907, -4.285, 4.157], [0.090, -2.910, 3.946], [2.563, -3.118, 4.681], [2.871, -4.353, 3.393], [2.975, -4.784, 4.960]], "mulliken_spin": [0.00, 0.00, 0.00, 0.00, 0.00, 0.00, 0.00, 0.00, 0.00, 0.00, 0.00, 0.00, 0.00, 0.00, 0.00, 0.00, 0.00, 0.00, 0.00, 0.00, 0.00, 0.00, 0.00, 0.00, 0.00, 0.00, 0.00, 0.00, 0.00, 0.00, 0.00, 0.00, 0.00, 0.00, 0.00, 0.00, 0.00, 0.00, 0.00, 0.00, 0.00, 0.00, 0.00, 0.00, 0.00, 0.00, 0.00, 0.00, 0.00, 0.00, 0.00, 0.00, 0.00, 0.00, 0.00, 0.00, 0.00, 0.00, 0.00, 0.00, 0.00, 0.00, 0.00, 0.00, 0.02, 0.00, 0.05, 0.78, 0.02, 0.01, 0.00, 0.00, 0.00, 0.00, 0.00, 0.00, 0.00, 0.03, 0.05, -0.02, 0.01, 0.04, 0.00, 0.00, 0.00, 0.00, 0.00, 0.00, 0.00, 0.00, 0.00, 0.00, 0.00, 0.00, 0.00, 0.00, 0.00, 0.00, 0.00, 0.00, 0.00, 0.00, 0.00, 0.00, 0.00, 0.00, 0.00, 0.00, 0.00, 0.00, 0.00, 0.00, 0.00, 0.00, 0.00, 0.00, 0.00, 0.00, 0.00, 0.00, 0.00, 0.00, 0.00, 0.00, 0.00, 0.00, 0.00, 0.00, 0.00, 0.00, 0.00, 0.00, 0.00, 0.00, 0.00, 0.00, 0.00, 0.00, 0.00, 0.00, 0.00, 0.00, 0.00, 0.00, 0.00, 0.00, 0.00, 0.00, 0.00, 0.00, 0.00, 0.00, 0.00, 0.00, 0.00, 0.00, 0.00, 0.00, 0.00], "mol_weight_g_mol": 889.221, "total_charge": 1, "spin_multiplicity": 2, "homo_ev": [-9.79, -9.79], "largest_force_ev_per_a": 3.70, "homo_lumo_gap_ev": [6.9, 1.8]}

Record 2
{"formula": "C4H5NO", "method": "ωB97M-V/def2-TZVPD", "elements": ["C", "N", "C", "O", "C", "C", "H", "H", "H", "H", "H"], "coordinates": [[1.336, 0.469, 1.141], [0.734, 0.311, -0.149], [-0.565, -0.002, -0.245], [-1.298, -0.465, 0.691], [-1.146, 0.004, -1.566], [-2.054, -0.818, -1.381], [1.790, 1.461, 1.209], [2.073, -0.317, 1.305], [0.536, 0.390, 1.878], [1.295, 0.435, -0.984], [-2.701, -1.467, -1.899]], "mulliken_charge": [-0.77, -0.17, 0.95, -0.66, -0.72, -0.09, 0.28, 0.28, 0.30, 0.24, 0.36], "mol_weight_g_mol": 83.090, "spin_multiplicity": 1, "homo_ev": [-9.13, -9.13], "largest_force_ev_per_a": 4.28, "homo_lumo_gap_ev": [9.0, 9.0], "e_above_lowest_kj_mol": 426.08}